13
Properties=species:S:1:pos:R:3:forces:R:3:lowdin_charge:R:1 method="wB97M-V/def2-TZVPD" orbital_gap_ev=11.18 relative_energy_ev=2.169
C -0.844 -1.103 -0.085 0.00 0.26 0.45 -0.02
C 0.028 0.151 0.162 -0.04 0.69 1.19 -0.45
C 1.418 -0.022 -0.506 -0.08 0.28 0.44 -0.01
O 0.174 0.769 1.633 0.51 -2.26 -0.22 -0.08
C -0.615 1.390 -0.174 -1.17 0.96 -2.08 -0.25
N -1.192 2.365 -0.382 0.20 -0.27 -0.04 0.17
H -0.365 -1.999 0.325 -0.07 0.30 0.13 0.09
H -1.838 -0.972 0.344 0.05 -0.10 0.08 0.08
H -0.986 -1.306 -1.165 0.29 0.50 0.44 0.10
H 2.133 0.537 0.090 0.19 0.01 -0.02 0.09
H 1.435 0.398 -1.525 -0.29 -0.06 0.44 0.10
H 1.749 -1.069 -0.595 -0.37 0.36 0.35 0.09
H -0.682 1.021 2.068 0.77 -0.66 -1.15 0.11

78
Properties=species:S:1:pos:R:3:forces:R:3:lowdin_charge:R:1 method="wB97M-V/def2-TZVPD" orbital_gap_ev="7.41 / 6.74" relative_energy_ev=0.000 multiplicity=6
Mn 0.078 0.098 5.607 0.65 -0.59 1.39 0.72
C -2.031 -0.111 6.665 -1.55 -1.57 -2.27 -0.14
C -1.977 -0.427 5.294 -1.79 -0.33 1.70 -0.21
C -2.488 0.501 4.203 -0.30 0.19 -0.31 -0.18
C -1.466 1.510 3.618 0.14 -0.17 -0.26 -0.18
C -0.354 1.904 4.582 -0.54 1.87 0.98 -0.21
C -0.573 2.312 5.911 0.15 1.01 -2.55 -0.14
C -1.927 2.462 6.543 -0.56 0.08 0.35 -0.17
C -2.490 1.186 7.236 0.56 0.69 0.76 -0.17
C 1.967 -0.182 5.288 0.87 -0.69 -1.07 -0.26
H -2.031 -0.957 7.365 0.49 0.44 -0.34 0.13
H -1.928 -1.498 5.032 0.15 0.54 0.25 0.12
H -3.379 1.048 4.568 0.41 -0.27 -0.06 0.12
H -2.841 -0.133 3.374 0.04 0.21 0.29 0.10
H -1.011 1.088 2.705 -0.06 0.07 0.44 0.09
H -2.013 2.397 3.258 0.21 -0.07 0.26 0.12
H 0.628 2.124 4.140 -0.43 -0.12 0.23 0.12
H 0.246 2.866 6.380 -0.09 -0.66 0.08 0.12
H -2.690 2.818 5.835 0.45 -0.05 -0.13 0.11
H -1.837 3.260 7.299 -0.13 -0.37 -0.21 0.12
H -2.184 1.233 8.298 -0.15 -0.22 -0.44 0.12
H -3.595 1.220 7.234 0.35 -0.12 -0.08 0.13
H 2.245 -0.954 6.027 0.32 0.46 -0.52 0.00
H 2.421 0.803 5.483 0.17 -0.46 -0.02 0.00
H 2.114 -0.511 4.251 0.64 0.06 0.22 -0.02
P 0.029 -2.146 -3.004 0.29 -0.59 -0.23 1.00
P 1.909 0.399 -3.353 0.66 -0.07 -0.82 0.99
C -0.644 -0.592 -3.660 0.20 1.17 0.21 -0.34
C 0.159 0.483 -3.847 -0.78 -0.61 0.19 -0.34
C -0.720 -3.348 -4.187 0.45 -0.36 -0.08 -0.39
C -1.858 -3.071 -4.944 -0.16 -0.62 -0.15 -0.10
C -2.442 -4.072 -5.734 0.36 0.01 0.02 -0.08
C -1.831 -5.325 -5.860 0.01 0.56 0.30 -0.09
C -0.623 -5.558 -5.189 -0.08 -0.28 -0.15 -0.09
C -0.057 -4.593 -4.360 -0.89 0.59 -0.07 -0.10
C -0.982 -2.313 -1.481 -0.12 0.20 -0.08 -0.38
C -0.611 -1.444 -0.437 -0.30 -0.23 -0.09 -0.11
C -1.286 -1.484 0.778 -0.12 -0.26 -0.13 -0.09
C -2.317 -2.416 0.965 -0.05 0.02 -0.20 -0.09
C -2.702 -3.271 -0.081 0.37 0.35 0.30 -0.08
C -2.031 -3.220 -1.308 -0.12 0.07 0.36 -0.08
C 2.607 1.149 -4.908 0.03 -0.16 -0.02 -0.37
C 2.564 0.340 -6.061 0.06 0.57 0.03 -0.11
C 3.008 0.848 -7.284 -0.01 -0.09 0.24 -0.09
C 3.543 2.138 -7.375 -0.17 -0.12 0.25 -0.10
C 3.614 2.922 -6.223 0.01 -0.30 0.02 -0.09
C 3.156 2.431 -4.991 0.05 0.09 -0.32 -0.08
C 2.054 1.812 -2.229 0.21 -0.04 0.37 -0.43
C 3.222 1.861 -1.435 -0.65 0.56 -0.10 -0.11
C 3.426 2.952 -0.592 -0.19 0.20 0.01 -0.09
C 2.458 3.966 -0.511 -0.04 -0.07 -0.12 -0.09
C 1.288 3.888 -1.273 0.05 -0.19 0.06 -0.08
C 1.083 2.805 -2.133 0.38 0.32 0.51 -0.10
H -1.733 -0.530 -3.789 0.44 0.19 -0.24 0.07
H -0.205 1.438 -4.258 -0.10 -0.57 0.13 0.08
H -2.292 -2.074 -4.943 -0.09 -0.33 0.14 0.08
H -3.371 -3.855 -6.255 0.18 -0.07 -0.02 0.10
H -2.289 -6.092 -6.489 0.23 0.21 0.25 0.10
H -0.128 -6.524 -5.320 -0.08 0.32 0.07 0.10
H 0.884 -4.780 -3.850 -0.18 0.01 0.00 0.10
H 0.202 -0.732 -0.600 -0.20 -0.20 0.10 0.10
H -1.003 -0.795 1.578 -0.08 -0.30 -0.19 0.08
H -2.825 -2.464 1.934 0.11 -0.03 -0.39 0.09
H -3.519 -3.975 0.068 0.19 0.13 -0.03 0.10
H -2.337 -3.890 -2.117 0.18 0.27 0.23 0.10
H 2.159 -0.673 -5.986 0.12 0.29 -0.11 0.10
H 2.940 0.225 -8.169 0.05 0.05 0.04 0.10
H 3.898 2.520 -8.337 -0.15 -0.13 0.41 0.10
H 4.039 3.919 -6.283 -0.05 -0.06 0.06 0.10
H 3.234 3.067 -4.103 -0.09 -0.26 -0.33 0.10
H 3.947 1.054 -1.480 -0.09 0.10 -0.07 0.10
H 4.335 3.017 0.010 -0.30 -0.04 -0.16 0.10
H 2.609 4.821 0.156 -0.01 -0.35 -0.24 0.10
H 0.516 4.655 -1.199 0.29 -0.13 0.05 0.10
H 0.163 2.729 -2.704 0.19 0.13 0.09 0.09
Se 0.879 -0.108 10.435 -0.09 0.00 -0.03 0.52
C 0.590 -0.086 8.700 -0.18 0.05 -2.09 -0.91
N 0.410 -0.065 7.519 0.26 0.05 3.39 -0.07

12
Properties=species:S:1:pos:R:3:forces:R:3:lowdin_charge:R:1 method="wB97M-V/def2-TZVPD" orbital_gap_ev=9.26 relative_energy_ev=3.299
C -0.496 1.054 0.119 -0.42 -0.54 -0.72 -0.83
C 0.730 0.153 0.021 -4.56 0.94 -1.10 -0.63
C 0.350 -1.267 -0.403 4.15 0.65 -0.13 -0.10
O -0.278 1.228 -1.190 1.94 -0.93 0.19 -0.14
S -2.164 0.365 0.489 -0.54 -0.01 0.97 0.74
S 2.297 0.615 0.362 1.78 -1.58 -1.20 0.93
H -0.480 1.979 0.684 0.25 0.05 0.74 0.08
H -0.327 -1.707 0.224 -1.37 -0.85 2.68 0.02
H 1.327 -1.860 -0.351 -1.61 0.37 -0.80 0.10
H -0.254 -1.305 -1.276 0.54 0.26 -1.49 0.08
H -2.463 -0.539 -0.477 0.73 0.41 0.00 -0.13
H 2.242 1.618 1.176 -0.89 1.19 0.85 -0.13

9
Properties=species:S:1:pos:R:3:forces:R:3:lowdin_charge:R:1 method="wB97M-V/def2-TZVPD" orbital_gap_ev=6.87 relative_energy_ev=0.682 total_charge=-1
C 2.201 -0.131 -0.017 -1.24 1.75 1.41 -1.07
C -1.682 -0.038 -0.027 -1.85 0.17 -0.98 -0.20
N 0.544 0.442 0.550 0.33 -1.44 -0.54 -0.01
N -0.255 0.061 -0.291 0.88 -0.58 -0.81 -0.20
O 2.411 -1.289 0.106 -0.69 -0.89 -0.18 -0.08
S 3.075 1.242 -0.272 0.66 0.75 -0.59 0.37
H -2.339 0.148 -0.979 1.62 -0.68 1.21 0.07
H -2.164 0.683 0.654 0.60 -0.32 0.64 0.04
H -1.792 -1.120 0.276 -0.32 1.24 -0.14 0.07

21
Properties=species:S:1:pos:R:3:forces:R:3:lowdin_charge:R:1 method="wB97M-V/def2-TZVPD" orbital_gap_ev=11.42 relative_energy_ev=0.043
C -0.970 0.979 -1.764 -0.33 0.47 -0.26 -0.14
O 0.061 1.616 -1.024 -0.59 0.01 0.41 -0.13
H -1.232 1.602 -2.624 0.13 -0.24 -0.24 0.08
H -1.878 0.921 -1.174 0.07 -0.03 0.42 0.08
H -0.691 -0.027 -2.055 0.05 -0.14 -0.15 0.07
H 0.874 1.451 -1.491 0.72 -0.18 -0.19 0.06
O 1.244 -2.642 -0.579 -0.33 0.42 -0.60 -0.06
H 1.847 -2.743 0.148 0.37 -0.14 0.49 0.04
H 0.481 -2.164 -0.205 -0.04 -0.15 0.19 0.00
O -0.879 -1.312 0.712 0.59 0.31 0.18 -0.04
H -0.781 -1.020 1.633 0.29 0.12 0.15 0.01
H -1.775 -1.613 0.704 -0.92 -0.43 -0.29 0.05
O -0.717 -0.103 3.261 -0.02 0.63 -0.30 -0.08
H -0.902 0.038 4.191 -0.06 -0.13 0.11 0.04
H -0.704 0.800 2.847 0.11 -0.58 0.07 0.01
O 2.297 -0.449 -2.333 0.30 0.88 0.45 -0.05
H 1.993 -0.956 -1.572 -0.10 -0.51 0.02 0.00
H 1.825 -0.795 -3.079 -0.31 -0.39 -0.46 0.03
O -0.349 2.110 1.712 0.29 0.19 0.16 -0.06
H 0.539 2.429 1.925 -0.25 -0.02 0.00 0.07
H -0.281 1.879 0.768 0.03 -0.07 -0.15 0.02

112
Properties=species:S:1:pos:R:3:forces:R:3:lowdin_charge:R:1 method="wB97M-V/def2-TZVPD" orbital_gap_ev=6.91 total_charge=+1
C -1.463 0.889 -3.023 -0.39 -0.72 0.46 -0.10
C -0.108 0.313 -2.651 0.15 0.10 -0.86 -0.26
C 1.064 1.237 -2.956 0.07 0.17 0.68 -0.14
C 2.448 0.819 -2.356 -0.16 0.20 -1.24 -0.30
C 3.534 0.909 -3.448 0.06 0.33 0.36 -0.04
C 2.498 -0.533 -1.731 0.16 0.14 0.91 -0.18
N 2.184 -1.621 -2.454 0.21 0.19 0.03 0.20
C 2.211 -2.894 -2.015 0.29 -0.65 -0.34 0.01
B 1.737 -4.090 -3.012 -0.39 -0.04 0.15 -0.51
N 0.403 -4.633 -2.841 0.19 0.48 -0.01 0.19
O 2.579 -4.504 -3.985 0.05 -0.21 0.66 0.21
C 2.622 -3.104 -0.722 -0.25 0.28 -0.07 -0.16
F 2.658 -4.368 -0.292 -0.09 0.09 -0.01 0.13
C 2.949 -2.046 0.113 -0.38 0.22 -0.22 -0.03
C 3.340 -2.330 1.536 0.37 -0.27 -0.04 -0.49
O 4.110 -3.203 1.771 0.52 -0.31 0.10 0.22
O 2.772 -1.564 2.472 -0.66 0.39 0.04 -0.04
C 1.467 -2.072 2.831 -0.65 -0.37 0.68 -0.12
C 0.533 -1.052 3.484 0.71 0.47 -0.15 -0.13
C 0.625 0.348 2.947 -0.15 0.15 -0.57 -0.24
C 0.109 0.621 1.682 0.03 -0.14 -0.51 -0.07
C 0.179 1.879 1.102 0.12 0.19 0.21 -0.10
C 0.761 2.924 1.809 0.17 -0.43 0.45 -0.08
C 1.260 2.665 3.083 0.11 0.04 0.21 -0.06
C 1.190 1.397 3.654 -0.07 -0.03 -0.32 -0.04
C 2.909 -0.747 -0.404 0.30 0.20 0.00 -0.37
S 3.425 0.582 0.651 0.16 0.14 0.19 0.97
H -2.185 0.106 -2.791 -0.24 0.05 -0.04 0.04
H -1.743 1.755 -2.429 0.20 0.30 -0.12 0.07
H -1.563 1.064 -4.090 0.16 0.32 -0.10 0.07
H -0.001 -0.581 -3.275 -0.08 -0.29 0.23 0.10
H -0.104 0.009 -1.604 0.02 -0.03 0.12 0.10
H 0.815 2.208 -2.530 0.07 0.14 0.02 0.11
H 1.194 1.410 -4.022 -0.20 -0.16 -0.17 0.12
H 2.707 1.577 -1.634 0.01 -0.19 0.51 0.10
H 4.500 0.582 -3.070 0.09 -0.23 -0.11 0.07
H 3.666 1.959 -3.695 -0.08 0.09 -0.18 0.09
H 3.253 0.380 -4.357 0.09 -0.19 -0.04 0.08
H 1.908 -1.453 -3.415 -0.04 -0.01 0.00 0.18
H -0.317 -3.962 -3.109 -0.19 -0.27 -0.16 0.09
H 0.243 -4.787 -1.848 -0.16 -0.02 0.00 0.07
H 3.489 -4.457 -3.660 0.15 0.31 -0.61 0.12
H 1.626 -2.876 3.549 0.09 -0.17 -0.06 0.14
H 0.949 -2.524 1.980 0.30 0.19 -0.39 0.12
H 0.714 -1.013 4.553 -0.11 -0.15 0.16 0.11
H -0.472 -1.410 3.294 -0.19 -0.17 0.28 0.10
H -0.337 -0.186 1.106 -0.11 -0.05 0.06 0.11
H -0.206 2.073 0.110 -0.15 -0.08 -0.07 0.07
H 0.837 3.913 1.389 -0.06 0.08 -0.07 0.08
H 1.721 3.447 3.671 -0.01 0.16 -0.09 0.11
H 1.562 1.220 4.653 0.06 0.11 0.11 0.11
H 4.247 1.202 -0.220 -0.14 -0.12 -0.11 -0.12
C 7.841 1.189 -1.832 0.00 0.03 0.03 -0.06
C 6.759 2.140 -1.605 0.20 -0.07 -0.06 -0.28
N 5.918 2.902 -1.437 -0.31 -0.06 0.04 0.14
H 8.403 1.475 -2.719 0.01 0.00 0.00 0.09
H 8.510 1.182 -0.973 0.01 -0.01 0.00 0.09
H 7.434 0.190 -1.974 0.02 -0.01 0.00 0.08
C 0.060 6.836 -0.235 0.09 0.01 -0.08 -0.08
C -0.394 5.525 -0.683 0.03 0.20 0.10 -0.28
N -0.753 4.495 -1.035 -0.02 -0.27 -0.13 0.14
H -0.773 7.533 -0.252 -0.01 0.01 0.04 0.07
H 0.441 6.768 0.781 -0.06 0.00 0.03 0.08
H 0.845 7.201 -0.895 0.01 -0.03 -0.01 0.08
C -2.051 -4.095 0.334 -0.14 0.24 -0.34 -0.10
C -2.448 -3.185 -0.741 0.20 -0.23 0.17 -0.26
N -2.736 -2.477 -1.595 0.05 0.16 -0.20 0.15
H -2.613 -3.876 1.234 -0.03 -0.04 0.05 0.06
H -2.252 -5.122 0.036 -0.06 -0.02 0.03 0.08
H -0.988 -3.979 0.542 0.00 0.00 0.04 0.06
C -5.065 -4.553 -3.678 0.10 0.03 0.01 -0.08
C -4.905 -5.699 -2.791 -0.08 0.14 -0.16 -0.29
N -4.779 -6.601 -2.094 0.12 -0.12 0.19 0.12
H -6.003 -4.043 -3.466 0.01 0.01 0.02 0.08
H -4.240 -3.860 -3.521 -0.06 0.09 -0.03 0.04
H -5.065 -4.877 -4.716 0.00 -0.03 0.01 0.08
C -4.890 1.600 -5.124 0.00 -0.03 0.01 -0.06
C -4.462 0.219 -4.934 -0.05 0.17 -0.03 -0.29
N -4.121 -0.864 -4.785 0.07 -0.22 0.01 0.14
H -5.370 1.706 -6.095 -0.01 0.01 0.00 0.09
H -5.597 1.878 -4.345 -0.01 0.01 0.00 0.08
H -4.029 2.264 -5.077 0.00 0.01 0.00 0.08
C 4.553 0.153 4.909 0.11 0.08 -0.04 -0.06
C 4.797 1.590 4.855 -0.14 -0.18 -0.01 -0.28
N 4.979 2.720 4.807 0.03 0.22 -0.04 0.14
H 5.161 -0.285 5.698 -0.03 -0.08 -0.02 0.09
H 3.501 -0.040 5.103 0.00 -0.01 0.04 0.06
H 4.814 -0.291 3.950 0.01 -0.07 0.03 0.07
C -0.145 -7.529 2.396 -0.02 0.01 -0.01 -0.05
C -1.163 -6.499 2.574 0.10 -0.22 0.06 -0.24
N -1.972 -5.702 2.723 0.02 0.09 0.20 0.15
H 0.451 -7.314 1.511 0.01 -0.02 0.00 0.08
H 0.506 -7.558 3.267 0.00 -0.01 0.01 0.09
H -0.623 -8.499 2.276 -0.01 0.00 0.00 0.09
C -3.889 8.503 1.723 0.05 0.00 0.03 -0.05
C -2.863 7.497 1.980 -0.29 0.10 -0.04 -0.27
N -2.079 6.685 2.176 0.20 -0.13 -0.02 0.15
H -4.207 8.953 2.661 -0.01 0.01 0.00 0.09
H -3.491 9.280 1.072 -0.01 0.02 0.00 0.08
H -4.749 8.041 1.241 -0.01 0.01 0.01 0.08
C -5.526 4.596 0.473 0.02 0.03 0.02 -0.07
C -6.780 5.340 0.475 0.18 -0.12 -0.02 -0.29
N -7.760 5.932 0.471 -0.18 0.15 0.01 0.13
H -4.902 4.928 -0.355 0.03 -0.01 0.01 0.08
H -4.995 4.766 1.408 0.04 -0.03 -0.01 0.08
H -5.721 3.531 0.364 0.00 -0.01 0.02 0.08
C -2.629 -3.169 5.375 0.03 0.06 -0.04 -0.06
C -2.282 -1.752 5.308 -0.16 -0.20 0.11 -0.28
N -2.008 -0.640 5.257 0.03 0.16 -0.01 0.15
H -2.051 -3.654 6.158 -0.01 -0.01 0.01 0.09
H -3.689 -3.278 5.595 -0.01 -0.01 0.00 0.09
H -2.414 -3.651 4.422 -0.02 -0.05 0.01 0.04

13
Properties=species:S:1:pos:R:3:forces:R:3:lowdin_charge:R:1 method="wB97M-V/def2-TZVPD" orbital_gap_ev=6.14 relative_energy_ev=1.474 total_charge=-1
C 2.118 -0.911 -0.094 -0.66 0.97 1.09 0.02
C 1.048 -0.144 -0.102 -0.86 0.28 0.13 -0.26
C 0.499 1.101 0.439 1.41 -0.38 -2.98 -0.08
C -0.323 0.246 -0.557 3.35 0.20 1.42 -0.24
C -1.496 -0.406 -0.077 -0.88 -1.40 0.68 -0.27
N -2.589 0.179 -0.371 -2.24 -0.14 0.02 -0.21
O -3.713 -0.321 0.102 0.65 0.37 -0.23 -0.36
H 2.833 -0.702 0.673 0.79 0.16 0.12 0.04
H 2.219 -1.802 -0.624 0.04 -1.35 -0.97 0.02
H 0.922 2.011 0.082 0.44 0.62 -0.78 0.08
H 0.200 1.282 1.371 -1.43 -0.20 3.85 0.05
H -0.223 0.733 -1.472 -0.80 0.42 -1.84 0.11
H -1.495 -1.268 0.629 0.20 0.45 -0.52 0.11

17
Properties=species:S:1:pos:R:3:forces:R:3:lowdin_charge:R:1 method="wB97M-V/def2-TZVPD" orbital_gap_ev=11.55 relative_energy_ev=1.086
C -1.701 2.053 2.203 -1.57 1.31 0.12 -0.05
H -1.217 3.019 2.245 0.30 0.23 0.27 0.01
H -1.644 1.563 3.165 0.82 -0.64 -0.18 0.01
H -2.784 2.298 2.172 0.48 -0.17 -0.53 0.02
H -1.371 1.602 1.275 -0.01 -0.73 0.32 0.01
O -2.724 -0.366 -2.657 -0.37 0.17 0.21 -0.05
H -3.187 -0.144 -3.472 0.19 -0.05 -0.11 0.05
H -3.401 -0.218 -1.981 0.24 -0.09 -0.02 0.05
O 4.365 0.001 0.918 0.32 0.07 0.07 -0.06
H 4.069 -0.608 1.600 -0.16 0.06 -0.12 0.03
H 3.610 0.211 0.365 -0.17 -0.13 0.04 0.03
O 1.807 -3.361 -0.083 0.38 -0.44 0.24 -0.07
H 1.565 -2.508 0.287 0.09 0.01 0.05 0.02
H 2.479 -3.751 0.505 -0.48 0.42 -0.32 0.04
O 0.355 -0.167 -2.013 -0.22 1.47 -0.82 -0.09
H -0.603 -0.271 -1.949 -0.16 -0.39 0.06 -0.01
H 0.381 0.646 -2.581 0.34 -1.09 0.74 0.06